[1]
230
Properties=species:S:1:pos:R:3 method="wB97M-V/def2-TZVPD" gap_ev=10.2 multiplicity=1 e_homo_ev=-9.76 e_above_lowest_kcal_mol=45.6 fmax_ev_per_a=4.61
H -0.289 -0.074 -2.830
O 0.465 -1.710 -1.740
H -2.908 0.048 6.090
C 0.174 -3.026 -4.822
H -4.072 4.683 4.983
C 4.228 -0.866 -3.742
H 2.038 -1.561 3.180
H -4.860 2.834 3.451
H -2.773 3.524 4.730
H 0.348 -5.150 -5.013
O 8.699 3.003 -6.405
C -2.852 -8.530 -0.627
H 7.019 3.935 0.852
H 7.314 4.280 -0.918
H -1.281 6.139 0.849
H 3.161 5.303 -3.831
O -1.065 -5.572 0.300
O -3.907 -0.971 -3.042
H -4.363 -2.945 6.174
H -1.855 -0.825 1.304
O 5.596 5.142 -0.219
O -0.994 -3.440 4.138
C -1.339 0.310 7.029
C 4.710 -1.385 1.081
H 0.884 -8.346 0.059
O 0.339 0.504 0.358
C -3.959 -1.204 -4.428
H -0.158 1.611 -1.176
H -5.492 -4.060 3.825
C -1.225 -4.354 -0.477
H -1.158 -8.808 1.282
H -3.941 -2.163 2.058
H 5.275 5.491 0.688
C 3.892 0.329 -4.557
C -3.755 3.632 5.148
O -1.511 4.147 0.364
H -0.844 -0.601 6.662
H 1.416 0.685 1.908
C 0.366 2.567 -4.535
C 3.575 -1.486 0.168
H -1.098 -9.441 -1.441
H -1.046 0.561 8.057
H 10.228 2.728 -4.889
C -0.255 -0.447 -1.746
H 1.038 4.908 -0.819
H -0.954 -3.096 -4.765
H 2.642 -3.458 -4.279
H -1.284 -0.520 -1.436
H 3.215 0.367 3.947
H -4.055 3.642 -2.212
H -2.161 1.323 4.726
H 1.343 2.514 -4.048
O -5.321 -2.330 -0.770
O 0.750 0.365 -5.311
O -3.171 -7.822 0.510
H -1.471 7.147 -3.517
H 5.554 -1.778 0.485
O -0.886 -9.202 0.453
H -2.509 -3.939 3.448
H 2.652 -1.441 0.740
H -0.908 -7.777 -1.025
O -1.257 1.029 4.774
H -0.528 3.064 1.866
C -3.652 -1.252 2.472
H -5.022 -1.639 -0.152
O -4.158 1.381 4.816
H 2.256 -1.281 -3.227
H -1.737 8.852 -1.068
H 2.739 2.790 1.857
H -5.164 -1.014 3.681
H 2.950 6.299 -1.503
O -2.059 6.293 -1.705
H 0.460 -2.329 -4.027
H -2.688 1.434 -0.928
H -5.621 -4.863 5.469
H 4.321 -3.021 2.153
C 2.195 0.454 3.660
O 0.100 -0.838 3.348
H 5.101 3.446 2.519
H -6.729 -2.851 1.341
H -6.343 1.142 0.058
O -3.264 1.084 -4.847
H 4.707 0.653 -5.153
O -7.036 -0.763 1.013
C 0.413 1.656 -5.790
H -0.571 -2.601 3.819
C 0.429 -5.318 3.456
H 0.711 5.007 1.732
O 4.523 -2.069 2.276
H 4.849 -0.504 -2.921
O -5.491 1.577 0.067
H 3.326 -2.572 -1.435
O 4.592 5.871 2.753
C 8.546 3.737 -4.048
H -3.095 -1.775 -4.682
C -1.418 5.172 1.283
H -4.826 -1.863 -4.697
H 7.801 4.429 -4.239
O -0.444 3.560 2.714
C -1.248 8.541 -1.964
C -5.260 2.157 -1.166
C -1.594 -3.159 0.427
C -4.964 -4.271 4.767
H -3.671 3.455 -0.506
C 9.444 3.482 -5.245
H -3.077 7.747 -2.937
H 8.109 2.325 -5.998
H 1.639 1.222 4.224
H -2.166 -2.376 -0.215
O -4.753 -2.972 5.314
O 3.665 -2.702 -0.546
C 4.082 3.604 2.907
H -0.291 -0.177 3.941
H 2.947 5.213 3.700
O -3.666 3.518 6.578
O -2.699 0.121 7.034
O 2.293 0.820 2.276
H -5.721 2.724 4.957
O 3.127 -1.750 -3.289
H 4.869 3.679 -2.046
H -2.320 5.161 1.859
H -0.530 -5.857 3.158
C 1.492 -0.877 3.785
H -4.295 0.145 0.221
C -0.910 1.402 6.074
H 2.690 -7.430 1.491
C -1.330 -8.717 -0.742
O 0.978 -4.455 2.473
H -6.555 -0.713 1.803
O -4.878 -0.569 2.889
O 3.616 5.045 -3.028
H -3.923 -0.147 -6.236
C -0.016 -4.372 4.599
H -8.341 -2.345 0.810
O 2.223 -4.253 -4.770
H -2.814 -6.930 0.484
C 6.562 4.087 -0.129
H -4.513 -1.557 -2.589
C -3.804 -5.126 4.329
H 3.860 2.818 3.622
H -7.231 -1.771 -1.471
O 3.187 1.257 -3.773
C 1.454 4.759 -1.862
C -4.157 0.075 -5.218
C -4.736 2.691 4.541
H -0.839 3.789 -5.384
C 0.393 0.678 -1.039
H 3.302 4.608 -1.122
C 2.690 -7.403 0.387
H 3.666 -0.596 -0.422
O -3.246 -4.535 3.163
C -6.752 -2.426 -0.721
H 0.875 -3.835 4.961
H 0.109 -2.978 1.493
C 5.868 2.776 -0.558
H 0.221 1.444 6.073
H -1.735 4.600 -0.452
C -2.869 -0.449 1.484
H -0.164 -5.875 0.273
H -0.561 1.701 -6.286
H 1.622 -1.100 4.873
O -2.820 2.042 -1.667
C -0.262 4.923 2.272
H 0.397 4.730 -3.532
C -2.051 7.423 -2.612
O 5.407 2.881 -1.907
H 0.497 -0.359 -5.926
H 3.796 1.670 -3.169
C -3.913 2.882 -1.369
H 4.922 -0.362 1.350
H -5.209 0.319 -5.114
H 1.344 -5.044 1.760
H -4.498 0.900 4.091
H -0.731 9.520 -3.622
H -2.209 -3.524 1.278
H 0.251 -2.069 -0.862
H 5.060 2.468 0.062
H -1.279 2.478 6.339
H -2.774 0.589 1.843
H 3.343 -5.962 -1.131
H -0.411 -4.903 5.490
H -4.233 -6.133 4.028
H 7.167 2.739 -3.267
H -3.121 -7.995 -1.552
H -6.963 -3.501 -0.896
H 4.323 -6.031 0.420
C 0.824 -4.328 -4.487
H 1.434 0.786 -1.323
H -6.077 2.916 -1.414
H 1.316 -3.089 -6.388
O 0.012 3.916 -4.928
O -3.499 -0.413 0.246
H 6.629 1.974 -0.693
H 0.755 -4.534 -3.470
H 9.909 4.404 -5.581
O 0.553 5.340 -2.863
O 3.281 3.593 1.783
C -7.269 -2.130 0.674
H -0.450 2.115 -3.926
H 4.236 6.760 2.890
H -5.448 1.439 -1.955
H 1.203 -6.048 3.747
H 1.517 3.651 -1.928
O -1.166 9.659 -2.808
H -1.113 6.031 -1.776
O 2.466 -5.079 0.505
C 3.314 -6.067 -0.045
H -0.340 8.111 -1.627
C 4.002 4.936 3.600
H -3.259 1.252 -3.862
H 4.534 4.874 4.522
O 7.999 2.510 -3.694
H 9.074 4.159 -3.176
O 1.345 -7.501 -0.072
C 2.803 5.281 -1.861
H -0.281 5.549 3.151
O -0.439 -2.430 0.956
H 3.345 -8.184 -0.026
H 2.706 -4.180 0.239
H -0.279 -4.196 -0.997
H 3.084 0.099 -5.308
H -2.073 -4.477 -1.132
H -3.042 -5.389 5.073
H -3.511 2.631 6.860
H 4.889 -1.455 -4.371
H -3.351 -9.573 -0.612
H -3.033 -1.372 3.354
H 1.091 2.108 -6.572
O 0.602 -2.556 -6.072
H 0.204 -0.463 0.667

=====

[2]
80
Properties=species:S:1:pos:R:3 method="wB97M-V/def2-TZVPD" gap_ev=6.8 multiplicity=1 e_homo_ev=-11.12 total_charge=+1 fmax_ev_per_a=5.65
H -1.836 -0.440 2.255
C -1.887 -0.331 3.438
H 1.469 -2.474 0.212
O 0.569 5.821 -0.517
H 0.063 -3.354 -4.297
H -1.435 3.665 -1.522
H -2.234 0.834 -7.085
H 0.097 -1.948 5.128
C -0.520 2.904 -1.533
N 2.055 2.193 -0.626
C 0.581 -1.215 4.324
H -2.849 2.018 -2.936
C -0.669 1.549 -2.443
C 0.633 0.500 -2.378
C -0.430 0.057 4.093
H -0.372 -0.833 -4.084
H 3.688 1.250 2.109
C 3.178 -0.245 -1.488
H -2.357 -4.180 -4.075
H 4.186 0.376 -1.640
H 0.052 0.936 3.469
N -2.799 -2.497 -0.375
H -3.246 3.212 3.381
C -2.925 -3.953 -0.769
H -2.332 2.312 1.942
H -2.808 -5.439 -2.311
H 0.886 -3.254 3.298
H -2.271 -2.371 0.526
H 3.656 3.667 0.035
C -2.024 1.287 -3.334
C -1.704 1.475 -4.958
H -4.062 -4.125 0.808
C -2.486 2.331 3.124
H 1.588 -0.761 4.775
C 3.350 -1.039 -0.060
H -0.011 -1.976 2.175
H -2.355 0.160 -3.120
H -3.444 0.070 -5.563
H 2.690 -0.808 2.731
H 0.137 -4.504 -2.805
C -3.031 0.860 3.698
H 1.486 -1.041 -3.851
C 0.843 -2.128 2.977
C 0.859 3.169 -0.623
H 3.115 -0.969 -2.405
H -1.457 2.637 3.592
H -0.654 0.504 5.168
H 0.784 3.787 2.261
H -2.308 -1.374 3.824
C 0.260 -2.229 -2.305
H 3.063 -2.704 2.329
H -2.534 -2.628 -3.000
H 1.353 -2.549 -1.966
H -0.401 -1.970 -1.349
C 0.466 -0.884 -3.251
H 1.110 -0.678 0.678
H 4.050 -0.405 0.666
C 2.315 -1.808 2.251
H 3.147 3.179 3.624
H -3.740 -2.026 -0.322
H 0.943 6.624 -0.029
O 3.582 3.299 2.707
B 0.813 4.575 0.257
H 3.969 -2.034 -0.281
H -3.284 1.009 4.831
H -4.032 0.654 3.107
H 1.934 1.945 2.074
H -0.836 2.196 -5.301
C 1.946 -1.498 0.651
C -1.965 -3.652 -3.083
N 0.946 4.689 1.762
C -2.563 0.729 -5.963
C 1.961 0.897 -1.462
H 4.241 1.887 -0.071
N -2.261 -4.623 -1.952
H 1.855 5.137 2.018
C 3.295 2.543 0.216
N -3.697 -4.760 0.054
C 3.056 2.224 1.841
C -0.334 -3.479 -3.186

=====

[3]
14
Properties=species:S:1:pos:R:3 method="wB97M-V/def2-TZVPD" gap_ev=9.7 multiplicity=1 e_homo_ev=-8.64 e_above_lowest_kcal_mol=37.0 fmax_ev_per_a=4.59
H 0.592 1.894 -1.655
H -2.052 -0.497 0.286
H -2.110 0.101 -1.377
C -1.456 -0.339 -0.618
C 0.687 0.148 0.444
H 0.944 0.397 2.513
N 1.605 0.482 -0.393
H -0.196 -0.893 2.058
H 1.560 -1.140 1.862
H -1.113 -1.314 -0.981
N -0.350 0.546 -0.341
C 0.749 -0.409 1.801
C 0.589 0.841 -1.363
H 0.552 0.184 -2.236

=====

Look up the multiplicity of the third one.
1